No. 1
The following is a quantum chemistry calculation of a structure of composition C26H31BrN2O2Se2Ti, from the OMol25 dataset.

Each line ends with the Mulliken charge.
Positions of all 65 atoms, in Å:
Ti (1.125, 1.015, -0.451)  -0.38
C (4.382, -0.740, -0.525)  -1.04
Se (3.796, 1.077, -0.891)  0.22
C (4.378, 1.900, 0.789)  -0.94
C (3.539, 1.540, 1.997)  -0.57
Se (1.747, 2.321, 1.891)  0.17
C (0.993, 1.289, 3.348)  -0.91
H (5.462, -0.721, -0.409)  0.46
H (4.107, -1.341, -1.387)  0.31
H (3.883, -1.133, 0.354)  0.28
H (4.391, 2.973, 0.603)  0.40
H (5.410, 1.580, 0.930)  0.54
H (4.009, 1.922, 2.903)  0.53
H (3.411, 0.462, 2.095)  0.22
H (1.469, 1.596, 4.276)  0.48
H (1.151, 0.232, 3.155)  0.15
H (-0.070, 1.512, 3.395)  0.31
C (0.838, -1.274, -3.784)  -2.02
C (0.262, -0.294, -2.770)  0.58
C (-0.994, -0.757, -2.047)  0.40
C (-1.581, -1.988, -2.305)  -0.54
C (-2.736, -2.361, -1.634)  -1.56
C (-3.310, -1.519, -0.695)  -0.37
C (-2.754, -0.276, -0.405)  0.51
C (-3.315, 0.634, 0.663)  -0.06
C (-4.374, 0.006, 1.558)  -1.39
C (-1.609, 0.086, -1.112)  -0.08
N (-0.881, 1.279, -0.827)  0.91
C (-1.247, 2.489, -1.139)  0.00
C (-0.234, 3.469, -1.178)  -0.50
C (-0.247, 4.847, -1.380)  -0.96
C (1.090, 5.251, -1.412)  -0.87
C (1.856, 4.100, -1.265)  -0.36
N (1.081, 3.007, -1.112)  0.64
H (1.734, -0.858, -4.243)  0.44
H (0.120, -1.468, -4.580)  0.49
H (1.099, -2.216, -3.304)  0.41
H (0.075, 0.673, -3.245)  0.52
H (1.136, -0.138, -2.085)  0.04
H (-1.135, -2.665, -3.019)  0.45
H (-3.184, -3.324, -1.834)  0.42
H (-4.196, -1.843, -0.168)  0.40
H (-3.739, 1.525, 0.190)  0.36
H (-2.483, 1.000, 1.274)  0.17
H (-5.289, -0.211, 1.007)  0.33
H (-4.633, 0.686, 2.369)  0.47
H (-4.019, -0.922, 2.008)  0.03
H (-2.269, 2.716, -1.437)  0.50
H (-1.122, 5.468, -1.490)  0.52
H (1.465, 6.250, -1.554)  0.48
H (2.934, 4.022, -1.280)  0.39
Br (-3.140, -1.758, 3.791)  -0.17
C (-1.995, -2.613, 2.551)  -0.21
C (-2.179, -3.955, 2.258)  -0.47
C (-1.337, -4.573, 1.343)  -0.73
C (-0.323, -3.857, 0.730)  -0.67
C (-0.145, -2.512, 1.039)  0.30
C (-0.988, -1.883, 1.948)  0.17
C (0.919, -1.751, 0.331)  0.11
O (1.577, -2.210, -0.579)  -0.53
O (1.083, -0.484, 0.731)  0.53
H (-2.973, -4.510, 2.739)  0.48
H (-1.482, -5.619, 1.108)  0.43
H (0.335, -4.322, 0.009)  0.50
H (-0.876, -0.831, 2.162)  0.28

Results
E_HOMO (alpha / beta) = -0.4023 / -0.4062 Ha
Net charge = +1
Kohn-Sham gap (alpha / beta) = 7.4 / 7.6 eV
Spin multiplicity = 2
Energy relative to the best compared isomer or geometry (same formula, charge and spin) = 0.394 eV


No. 2
The following is a quantum chemistry calculation of a structure of composition C38H29BrN5O4Ti, from the OMol25 dataset.

Each line ends with the Mulliken charge.
Positions of all 78 atoms, in Å:
Ti (-0.349, -0.518, -0.847)  -0.08
C (1.597, 5.675, -0.617)  -1.57
C (0.748, 4.460, -0.360)  0.80
C (0.696, 3.861, 0.901)  -1.17
C (-0.031, 2.714, 1.136)  0.30
C (-0.785, 2.085, 0.122)  0.16
N (-1.478, 0.903, 0.321)  0.27
C (-2.184, 0.791, 1.493)  0.66
C (-2.784, 1.933, 2.068)  -0.14
C (-3.479, 1.918, 3.256)  -1.02
C (-3.627, 0.735, 3.969)  0.17
C (-4.353, 0.679, 5.286)  -1.66
C (-3.088, -0.407, 3.405)  -0.95
C (-2.420, -0.423, 2.181)  0.28
N (-1.990, -1.705, 1.710)  0.10
C (-2.343, -2.901, 2.247)  -0.05
C (-1.627, -3.882, 1.610)  -1.45
C (-0.857, -3.192, 0.667)  -0.65
N (-1.094, -1.891, 0.722)  0.96
C (-0.718, 2.704, -1.140)  -0.37
C (0.038, 3.847, -1.377)  -0.44
N (-1.436, 2.137, -2.228)  -0.09
C (-2.239, 2.756, -3.113)  -0.11
C (-2.671, 1.803, -4.009)  -1.37
C (-2.058, 0.615, -3.584)  -0.14
N (-1.316, 0.828, -2.506)  0.52
H (1.734, 6.255, 0.297)  0.39
H (2.591, 5.403, -0.982)  0.26
H (1.146, 6.331, -1.364)  0.37
H (1.267, 4.292, 1.717)  0.33
H (-0.014, 2.243, 2.110)  0.63
H (-2.672, 2.869, 1.537)  0.43
H (-3.900, 2.842, 3.639)  0.34
H (-4.373, 1.659, 5.764)  0.39
H (-5.390, 0.353, 5.166)  0.28
H (-3.872, -0.017, 5.976)  0.36
H (-3.160, -1.324, 3.974)  0.23
H (-3.082, -2.978, 3.021)  0.40
H (-1.673, -4.942, 1.788)  0.42
H (-0.175, -3.563, -0.079)  0.53
H (0.072, 4.247, -2.386)  0.46
H (-2.448, 3.808, -3.019)  0.47
H (-3.337, 1.940, -4.842)  0.41
H (-2.127, -0.382, -3.988)  0.25
Br (1.879, -0.433, -2.789)  -0.16
C (1.062, -1.538, -4.098)  0.62
C (1.675, -1.616, -5.315)  -0.78
C (1.116, -2.426, -6.325)  -0.44
C (-0.034, -3.114, -6.076)  -0.92
C (-0.680, -3.030, -4.816)  1.15
C (-1.891, -3.726, -4.593)  -0.91
C (-2.509, -3.621, -3.379)  -1.13
C (-1.945, -2.832, -2.354)  -0.06
C (-0.767, -2.109, -2.475)  -0.38
C (-0.137, -2.234, -3.764)  0.59
H (2.583, -1.059, -5.503)  0.40
H (1.604, -2.488, -7.289)  0.37
H (-0.479, -3.737, -6.844)  0.33
H (-2.308, -4.331, -5.391)  0.32
H (-3.442, -4.146, -3.199)  0.38
H (-2.495, -2.794, -1.418)  0.24
O (0.794, -0.157, 2.420)  -0.68
C (1.634, -0.371, 1.544)  0.52
O (1.422, -0.508, 0.292)  -0.30
C (3.096, -0.457, 1.951)  -0.21
C (4.088, -0.689, 1.007)  -0.44
C (5.437, -0.762, 1.363)  -1.08
C (5.729, -0.604, 2.694)  0.97
O (6.966, -0.587, 3.310)  -0.51
C (6.660, -0.680, 4.694)  -0.14
O (5.339, -0.202, 4.877)  -0.51
C (4.744, -0.375, 3.638)  0.97
C (3.419, -0.291, 3.304)  -1.01
H (3.785, -0.815, -0.024)  0.50
H (6.212, -0.936, 0.629)  0.42
H (7.352, -0.059, 5.259)  0.20
H (6.716, -1.732, 5.008)  0.24
H (2.633, -0.105, 4.022)  0.52

Results
E_HOMO (alpha / beta) = -0.0880 / -0.1491 Ha
Net charge = -1
Kohn-Sham gap (alpha / beta) = 5.1 / 6.7 eV
Spin multiplicity = 3
Energy relative to the best compared isomer or geometry (same formula, charge and spin) = 0.000 eV


No. 3
The following is a quantum chemistry calculation of a structure of composition C36H34CaN8O2Se, from the OMol25 dataset.

Each line ends with the Mulliken charge.
Positions of all 82 atoms, in Å:
Ca (0.269, -0.312, -0.613)  2.17
C (6.668, -2.128, -3.867)  -1.57
C (5.573, -1.487, -3.055)  0.05
C (5.804, -0.854, -1.860)  -0.77
C (4.770, -0.249, -1.115)  0.27
C (5.122, 0.429, 0.077)  -0.03
N (4.270, 1.086, 0.802)  0.14
C (4.532, 1.700, 2.101)  -1.18
C (4.004, 0.826, 3.238)  -0.72
C (2.576, 0.377, 2.962)  -0.33
N (2.058, -0.373, 4.107)  -0.03
C (0.816, -0.648, 4.404)  -0.41
C (-0.382, -0.575, 3.655)  0.41
C (-1.549, -0.429, 4.458)  -0.71
C (-2.797, -0.357, 3.919)  -0.41
C (-4.038, -0.124, 4.739)  -1.59
C (-2.884, -0.610, 2.537)  -0.42
C (-1.811, -0.836, 1.706)  -1.51
C (-2.239, -1.367, 0.320)  -1.04
N (-2.028, 0.703, -1.180)  1.72
C (-2.192, 1.081, -2.635)  -0.77
C (-0.939, 0.987, -3.497)  -1.21
C (-0.409, -0.442, -3.753)  -1.03
N (0.764, -0.677, -2.906)  -0.30
C (1.880, -0.910, -3.473)  -0.50
C (3.184, -0.938, -2.806)  0.52
C (4.248, -1.477, -3.511)  -0.69
C (3.410, -0.306, -1.547)  1.18
O (2.463, 0.220, -0.837)  -1.32
C (-0.479, -0.743, 2.231)  1.88
O (0.556, -0.871, 1.483)  -1.39
H (7.628, -2.056, -3.358)  0.37
H (6.769, -1.645, -4.840)  0.36
H (6.461, -3.184, -4.043)  0.36
H (6.817, -0.800, -1.471)  0.35
H (6.157, 0.417, 0.412)  0.45
H (3.315, 1.050, 0.424)  0.07
H (4.039, 2.672, 2.110)  0.39
H (5.601, 1.871, 2.207)  0.42
H (4.063, 1.401, 4.165)  0.49
H (4.646, -0.053, 3.349)  0.42
H (2.518, -0.246, 2.077)  0.17
H (1.913, 1.232, 2.801)  0.33
H (2.727, -0.559, 4.841)  0.37
H (0.696, -0.967, 5.437)  0.48
H (-1.426, -0.345, 5.534)  0.39
H (-3.811, -0.112, 5.803)  0.40
H (-4.781, -0.903, 4.562)  0.38
H (-4.499, 0.833, 4.487)  0.32
H (-3.882, -0.693, 2.109)  0.43
H (-3.091, -1.991, 0.576)  1.48
H (-2.565, 2.103, -2.672)  0.47
H (-2.950, 0.447, -3.087)  0.48
H (-0.132, 1.608, -3.098)  0.52
H (-1.210, 1.439, -4.453)  0.42
H (-0.161, -0.571, -4.808)  0.65
H (-1.183, -1.176, -3.509)  0.27
H (1.910, -1.061, -4.557)  0.32
H (4.038, -1.916, -4.483)  0.47
Se (-6.804, 1.659, -2.548)  0.30
N (-5.667, 2.537, -1.501)  -0.83
C (-4.727, 1.712, -1.137)  0.31
C (-3.659, 2.237, -0.229)  0.86
C (-3.919, 3.256, 0.680)  -0.78
C (-2.892, 3.728, 1.481)  -0.86
C (-1.625, 3.180, 1.352)  -0.55
N (-1.342, 2.210, 0.476)  -0.26
C (-2.342, 1.782, -0.274)  -0.41
C (-2.778, -0.430, -0.721)  1.18
N (-1.345, -2.178, -0.506)  -0.28
C (-1.984, -3.046, -1.232)  -0.37
C (-3.417, -3.171, -1.392)  -0.95
C (-4.328, -2.149, -1.390)  -1.02
C (-3.976, -0.762, -1.261)  1.07
C (-4.857, 0.348, -1.679)  -0.09
N (-5.886, 0.139, -2.448)  -0.87
H (-4.919, 3.664, 0.751)  0.56
H (-3.068, 4.516, 2.199)  0.47
H (-0.806, 3.530, 1.967)  0.46
H (-1.369, -3.724, -1.818)  0.57
H (-3.767, -4.150, -1.697)  0.48
H (-5.350, -2.375, -1.671)  0.57

Results
E_HOMO = -0.4736 Ha
Net charge = +2
Kohn-Sham gap = 7.6 eV
Energy relative to the best compared isomer or geometry (same formula, charge and spin) = 2.824 eV


No. 4
The following is a quantum chemistry calculation of a cluster of 4 separate species, C4H13NO3 in total, from the OMol25 dataset.

Each line ends with the Mulliken charge.
Positions of all 21 atoms, in Å:
C (0.227, -2.692, -0.030)  -0.96
C (0.574, -1.651, -0.769)  -0.24
C (0.514, -0.290, -0.280)  1.14
C (-0.359, 0.171, 0.552)  -1.29
N (1.523, 0.509, -0.967)  -0.58
H (0.081, -3.693, -0.404)  0.25
H (0.070, -2.812, 0.980)  0.32
H (0.710, -1.862, -1.865)  0.21
H (-1.164, -0.250, 1.267)  0.11
H (-0.511, 1.113, 0.956)  0.62
H (2.257, 0.071, -1.619)  0.25
H (2.151, 0.945, -0.284)  0.21
O (-2.496, 0.702, -0.051)  -0.57
H (-3.228, 0.820, 0.638)  0.27
H (-2.983, 0.174, -0.630)  0.29
O (1.690, 1.332, 2.960)  -0.64
H (1.500, 1.383, 2.002)  0.31
H (1.011, 0.842, 3.364)  0.32
O (-0.669, 2.065, -2.177)  -0.71
H (-0.998, 1.664, -1.344)  0.32
H (0.101, 1.457, -2.298)  0.37

Results
E_HOMO = -0.3220 Ha
SMILES string = C=CC(=C)N.O.O.O
Kohn-Sham gap = 9.1 eV
Energy relative to the best compared isomer or geometry (same formula, charge and spin) = 4.430 eV